C44H40HfN5O2P2S3 | the ωB97M-V functional and the def2-TZVPD basis

Calculated values
HOMO energy	-14.391	eV
E_LUMO	-0.3160	hartree
net charge	+3
ΔE to the lowest compared entry with this formula, charge and spin	40.5	kJ/mol
gap between HOMO and LUMO	5.8	eV

Last column: Löwdin charge in e.
Geometry (Å):
Hf: 0.045535 -0.642681 0.676753  1.5286
C: 0.333529 0.946830 -3.082438  -0.2466
N: -0.123368 2.185845 -2.547013  -0.1655
C: 0.717073 2.717087 -1.528905  -0.2686
P: 0.452527 2.002215 0.180081  1.0118
C: -1.293207 2.377261 0.461034  -0.4119
C: -2.219021 1.403059 0.083463  -0.1902
C: -3.581856 1.619731 0.187894  -0.0482
C: -4.031800 2.838040 0.679077  -0.0275
C: -3.122589 3.815252 1.072285  -0.0297
C: -1.756841 3.589564 0.964471  -0.0798
C: 1.481206 2.968520 1.287386  -0.3802
C: 1.101625 3.134930 2.622187  -0.0997
C: 1.904879 3.862127 3.484040  -0.0473
C: 3.094761 4.413365 3.022794  -0.0365
C: 3.487980 4.227264 1.705325  -0.0421
C: 2.687631 3.500517 0.834095  -0.0745
C: -1.306588 2.849097 -2.990063  -0.2119
C: -2.007606 2.399037 -4.109136  -0.0431
C: -3.147444 3.062308 -4.543946  -0.0566
C: -3.616106 4.185595 -3.880188  -0.0657
C: -2.909226 4.645880 -2.780183  -0.0586
C: -1.769033 3.989952 -2.336612  -0.0406
P: 0.103775 -0.652939 -2.102423  1.0108
C: -1.366167 -1.444248 -2.800131  -0.3846
C: -2.538444 -0.686477 -2.825237  -0.1091
C: -3.723024 -1.238579 -3.291917  -0.0432
C: -3.749190 -2.556417 -3.729361  -0.0385
C: -2.587902 -3.318305 -3.699056  -0.0440
C: -1.400662 -2.769589 -3.230759  -0.1124
C: 1.603391 -1.518785 -2.611741  -0.3947
C: 1.731612 -2.127158 -3.861520  -0.0743
C: 2.959570 -2.637831 -4.257157  -0.0349
C: 4.065867 -2.534214 -3.423963  -0.0341
C: 3.955540 -1.902239 -2.192919  -0.0469
C: 2.728709 -1.398402 -1.793069  -0.1231
H: 1.419431 0.972469 -3.206362  0.1051
H: -0.093838 0.725704 -4.056035  0.0995
H: 0.580696 3.786129 -1.385747  0.1090
H: 1.767312 2.555921 -1.785056  0.0996
H: -1.903009 0.434069 -0.325892  0.0328
H: -4.286833 0.859495 -0.126387  0.1232
H: -5.095079 3.024687 0.755866  0.1273
H: -3.479685 4.763007 1.454272  0.1286
H: -1.057758 4.362566 1.259882  0.1257
H: 0.176529 2.705965 2.990780  0.0981
H: 1.602279 4.004422 4.513383  0.1194
H: 3.716858 4.990681 3.693985  0.1233
H: 4.417283 4.652243 1.349770  0.1227
H: 3.019102 3.367484 -0.187586  0.1031
H: -1.673924 1.548185 -4.685875  0.1014
H: -3.658543 2.698665 -5.426667  0.1180
H: -4.502169 4.701393 -4.223926  0.1157
H: -3.233234 5.539513 -2.261106  0.1167
H: -1.249455 4.406338 -1.485910  0.0893
H: -2.534580 0.353390 -2.517083  0.0811
H: -4.619967 -0.632201 -3.329797  0.1206
H: -4.669176 -2.985537 -4.105454  0.1229
H: -2.600869 -4.341204 -4.053790  0.1226
H: -0.507115 -3.380498 -3.225444  0.1003
H: 0.890256 -2.182938 -4.539900  0.1124
H: 3.055055 -3.108014 -5.226797  0.1243
H: 5.020651 -2.933453 -3.741135  0.1244
H: 4.822287 -1.798752 -1.553453  0.1199
H: 2.670450 -0.886677 -0.837054  0.0766
S: -1.743471 -4.834429 0.061817  1.1654
C: -2.946744 -3.890676 0.831653  -0.3102
C: -2.594810 -2.591184 0.819139  -0.2092
N: -1.370424 -2.340648 0.212234  -0.1813
C: -0.841167 -3.460085 -0.249178  -0.5018
H: -3.841286 -4.333756 1.241072  0.0975
H: -3.173617 -1.774467 1.222483  0.1199
H: 0.103406 -3.502272 -0.771018  0.0852
N: 5.271135 -4.490537 5.797794  0.1842
C: 4.401036 -3.887554 4.983646  -0.2644
C: 3.753994 -4.626943 3.958824  0.0103
C: 2.869600 -4.019344 3.118277  -0.0336
C: 2.626033 -2.638604 3.279316  -0.3477
C: 3.235479 -1.882945 4.300492  -0.0347
C: 4.118744 -2.505577 5.132447  0.0087
S: 1.421367 -1.935752 2.376012  0.6768
O: 1.488459 -2.326544 0.919855  -0.4025
O: 1.539639 -0.435416 2.283332  -0.3932
N: -0.093032 -2.228382 2.715245  -0.1416
C: -0.913296 -1.235525 3.228385  -0.7535
S: -1.640529 -1.223580 4.754458  1.1934
C: -2.391311 0.277084 4.374126  -0.3121
C: -2.065524 0.687143 3.132655  -0.1834
N: -1.230623 -0.195857 2.461235  -0.0952
H: 5.493545 -5.466534 5.698206  0.1306
H: 5.752869 -3.981060 6.519463  0.1308
H: 3.974213 -5.680318 3.840205  0.1315
H: 2.390671 -4.587687 2.331206  0.1283
H: 3.036230 -0.823521 4.408728  0.1271
H: 4.618303 -1.938020 5.906779  0.1309
H: -3.040113 0.773507 5.079508  0.0965
H: -2.406870 1.590817 2.656979  0.0972

Atomic forces in eV per Å
-0.62 -0.22 0.07
0.07 0.01 0.02
-0.20 -0.22 0.17
0.25 0.03 0.06
-0.28 -0.01 -0.14
-0.05 0.00 0.08
0.18 0.04 0.06
-0.08 0.01 -0.09
-0.02 0.02 0.01
0.02 -0.02 0.01
-0.09 0.03 0.07
-0.02 -0.08 0.16
0.02 -0.03 0.02
-0.01 -0.02 -0.03
0.02 0.01 -0.01
-0.01 -0.01 0.00
0.06 0.08 0.03
0.12 -0.01 -0.01
-0.01 0.01 -0.05
0.01 0.01 0.02
0.04 -0.03 0.04
0.00 0.01 -0.03
-0.05 0.07 -0.02
0.10 0.06 -0.27
-0.07 -0.02 0.06
-0.07 0.05 -0.06
0.03 0.01 0.02
0.02 -0.01 0.00
0.00 0.03 0.02
-0.03 -0.06 -0.04
0.02 -0.10 0.04
0.04 0.02 -0.07
-0.03 -0.01 -0.02
0.02 -0.01 -0.01
-0.01 -0.01 -0.04
0.01 0.02 0.01
0.03 0.07 -0.07
0.00 0.05 -0.05
0.02 0.09 -0.11
0.01 0.01 -0.05
0.01 0.00 -0.24
0.02 0.02 0.02
0.02 0.02 0.00
0.00 -0.02 0.00
0.01 -0.01 0.01
-0.02 0.01 -0.02
0.01 0.00 -0.02
0.00 -0.01 -0.01
-0.02 -0.01 0.01
-0.02 0.01 0.00
-0.02 -0.01 0.02
0.01 0.01 0.03
0.03 0.00 0.00
0.00 -0.02 -0.01
-0.04 -0.03 -0.05
0.01 0.00 -0.03
0.03 -0.02 0.00
0.03 0.01 0.01
0.00 0.02 0.01
0.00 0.01 0.01
0.00 -0.02 0.01
0.00 0.00 0.01
-0.03 0.01 0.00
-0.02 0.00 0.00
-0.01 0.01 0.06
-0.18 -0.14 -0.04
-0.05 -0.18 -0.04
0.18 0.24 -0.13
-0.23 0.05 0.01
-0.08 0.03 0.03
0.03 0.01 -0.03
0.02 0.02 0.02
0.04 -0.01 0.06
-0.01 0.04 -0.01
0.08 -0.06 0.08
0.00 -0.02 -0.03
0.15 0.11 0.13
-0.02 -0.14 0.18
0.09 -0.12 -0.04
0.04 0.02 0.03
0.20 0.17 -0.03
-0.05 -0.07 -0.04
0.20 0.17 0.13
-0.07 0.50 -0.15
0.35 -0.27 0.06
-0.05 -0.01 0.14
-0.06 0.04 0.07
-0.02 -0.14 -0.08
0.05 -0.03 0.08
-0.01 0.00 0.00
-0.01 -0.01 0.00
0.01 0.03 0.02
-0.04 0.04 0.02
-0.04 -0.06 -0.03
0.01 -0.03 0.00
0.03 -0.03 -0.02
0.00 0.00 -0.01